# 1
110
Properties=species:S:1:pos:R:3:mulliken_charge:R:1 method="wB97M-V/def2-TZVPD" e_above_lowest_kcal_mol=38.87 e_homo_ev=-10.141 e_tot_ha=-7777.254830 orbital_gap_ev=9.93
C 11.16180 12.85371 10.64434 -0.402
C 10.35413 12.76021 11.90761 0.121
O 9.68003 14.03471 12.03134 -0.377
S 10.52790 15.22839 11.38223 0.836
O 11.21832 16.00588 12.34495 -0.323
O 9.70175 15.95550 10.51054 -0.637
O 11.60418 14.22012 10.66451 -0.127
H 10.50981 12.69321 9.84314 0.398
H 12.02811 12.21836 10.73639 0.305
H 11.04608 12.59594 12.72128 -0.128
H 9.50599 12.03019 11.93815 0.315
C 20.13655 17.08631 14.22670 -0.373
C 21.31168 16.09345 14.22978 -0.058
O 21.45494 15.79962 15.57957 -0.342
S 20.44942 16.35661 16.60556 1.007
O 21.02181 17.47120 17.18788 -0.547
O 19.82075 15.36431 17.37083 -0.503
O 19.35790 16.78624 15.46102 -0.161
H 19.43347 16.95597 13.42634 0.249
H 20.45817 18.08612 14.27480 0.314
H 22.26508 16.48899 13.86128 0.250
H 21.02099 15.21196 13.65905 0.125
C 14.17352 20.14260 12.03228 -0.390
C 15.48528 20.33284 12.78974 -0.368
O 15.51533 19.25742 13.68802 -0.328
S 14.70941 18.00667 13.09140 1.319
O 13.63917 17.57616 13.92674 -0.394
O 15.57469 16.99705 12.67647 -0.632
O 14.20698 18.72575 11.84035 -0.312
H 14.24755 20.52502 11.00340 0.321
H 13.35620 20.61783 12.58347 0.283
H 15.58596 21.25594 13.33141 0.345
H 16.34517 20.22495 12.12431 0.270
C 17.33930 13.52927 18.39079 0.002
C 16.33678 13.83381 19.52801 -0.149
O 15.54344 12.67209 19.53030 -0.390
S 15.29092 12.04334 18.12218 1.175
O 14.10564 12.52996 17.56446 -0.388
O 15.49012 10.66886 18.13135 -0.644
O 16.46165 12.86074 17.45865 -0.380
H 18.07948 12.81170 18.68667 0.238
H 17.87698 14.33332 17.90554 0.169
H 15.68530 14.71107 19.43184 0.082
H 16.77657 13.89021 20.53688 0.338
C 22.41403 12.41429 10.70966 -0.302
C 22.75358 13.94798 10.73218 -0.372
O 21.53106 14.53378 11.13714 -0.251
S 20.27753 13.75009 10.45407 1.087
O 19.73242 14.38123 9.31332 -0.559
O 19.48507 13.43092 11.56652 -0.435
O 21.13344 12.47970 10.01885 -0.347
H 22.19068 12.02508 11.69102 0.254
H 23.04336 11.76974 10.09509 0.299
H 22.95186 14.21834 9.68296 0.293
H 23.59435 14.17897 11.40099 0.355
C 14.59227 15.11852 9.79039 0.322
C 15.93023 14.43534 9.89563 0.653
O 15.69299 13.09417 9.54105 -0.244
S 14.65473 13.03847 8.33666 1.069
O 13.89013 11.86788 8.47181 -0.564
O 15.21882 13.33497 7.11379 -0.569
O 13.83048 14.23247 8.84877 -0.270
H 14.48383 16.15600 9.43381 0.313
H 13.97366 14.99014 10.67917 -0.141
H 16.29371 14.33751 10.94770 -0.742
H 16.73941 14.81941 9.29622 0.231
C 11.36528 14.20284 16.21618 0.512
C 12.03692 15.59813 15.79827 0.630
O 10.91401 16.48877 15.76497 -0.241
S 9.51832 15.92482 16.30205 0.852
O 8.41498 16.35424 15.54703 -0.549
O 9.48267 16.12372 17.67101 -0.590
O 9.97508 14.40776 15.94283 -0.304
H 11.57765 13.94674 17.26497 0.147
H 11.65468 13.35541 15.61628 -0.044
H 12.43583 15.66733 14.79902 -0.096
H 12.75287 15.97547 16.56344 -0.337
C 12.91195 9.60300 16.87254 0.700
C 12.86940 8.60333 15.68724 -0.306
O 11.54029 8.62812 15.24966 -0.389
S 10.84075 10.03034 15.68538 0.916
O 9.45879 9.87080 15.77241 -0.599
O 11.38473 11.01500 14.89383 -0.168
O 11.60492 10.06093 17.10386 -0.416
H 13.48804 10.46538 16.56530 -0.647
H 13.34358 9.14435 17.80839 0.389
H 12.91118 7.63119 16.18022 0.301
H 13.56583 8.74647 14.84108 0.248
C 15.68115 14.63266 14.92407 -0.032
C 16.78820 14.27961 13.91996 0.236
O 16.20517 13.21209 13.19423 -0.093
S 14.70362 12.87657 13.59037 -0.212
O 14.69642 11.80185 14.49987 -0.493
O 13.89368 12.86588 12.41858 -0.039
O 14.46584 14.18451 14.38618 0.564
H 15.71391 15.71351 14.95590 -0.068
H 15.68234 14.21035 15.91620 -0.207
H 17.66106 13.83508 14.46739 0.210
H 17.16253 15.02172 13.18436 -0.030
C 13.01800 19.03588 18.98808 -0.207
C 13.97645 20.19805 18.86959 -0.337
O 15.16925 19.72903 18.21217 -0.355
S 15.02401 18.11574 17.92992 1.079
O 16.20528 17.49215 18.25702 -0.596
O 14.48159 17.94088 16.62400 -0.309
O 13.88418 17.85009 19.04112 -0.345
H 12.31541 18.92307 18.16467 0.148
H 12.49610 18.90749 19.94158 0.324
H 14.26658 20.57631 19.84637 0.254
H 13.64502 21.02367 18.25608 0.312

=====

# 2
64
Properties=species:S:1:pos:R:3:nbo_charge:R:1 method="wB97M-V/def2-TZVPD" e_above_lowest_kcal_mol=53.60 e_homo_ev=-13.428 e_tot_ha=-2606.845851 charge=+2 orbital_gap_ev=4.77
P 0.59489 1.23668 -3.09177 0.906
P 1.25098 -1.05638 -1.71783 0.720
C 2.06517 0.44011 -3.76017 -0.710
C 1.98163 -1.03347 -3.49197 -0.665
H 2.93243 0.87763 -3.25845 0.266
H 2.08326 0.71245 -4.81262 0.268
H 1.35519 -1.66423 -4.16627 0.257
H 3.01507 -1.45147 -3.45584 0.260
C 2.94447 -0.64956 -0.84209 -0.886
H 2.80402 -0.97927 0.20966 0.219
H 3.14020 0.43743 -0.81470 0.216
H 3.83943 -1.14390 -1.24383 0.245
C 1.87662 -2.85873 -1.58868 -0.887
H 2.90385 -2.93007 -1.99464 0.227
H 1.21079 -3.57388 -2.11719 0.243
H 1.92820 -3.14796 -0.53004 0.228
C 0.19265 3.04342 -3.22483 -0.871
H -0.80703 3.26452 -2.86182 0.270
H 0.24996 3.19406 -4.29399 0.248
H 0.91457 3.68618 -2.76710 0.271
C -0.67995 0.91374 -4.31861 -0.969
H -0.54926 -0.08750 -4.75744 0.270
H -0.57562 1.68650 -5.09093 0.268
H -1.74620 1.00681 -3.92186 0.276
Ti -1.08460 1.23208 -1.72057 1.128
C 2.00135 -2.06742 2.84583 -0.456
C 2.50072 -0.76761 3.25803 0.470
C 2.09136 0.36830 2.43455 -0.575
C 1.12410 -0.30260 1.37301 -0.470
C 1.16373 -1.76211 1.64126 -0.068
C -0.01233 -2.42607 1.56958 -0.073
C -0.17736 -3.31293 2.75582 -0.465
C 0.89660 -2.72100 3.74562 -0.325
C -2.90538 0.33074 -2.09880 -1.111
H 2.76669 -2.85107 2.72381 0.318
H 3.18243 -0.72804 4.10850 0.239
H 2.96860 0.80321 1.92459 0.332
H 1.63620 1.24137 2.94382 0.328
H 0.09585 0.04998 1.45371 0.272
H 1.34163 0.04172 0.35846 0.237
H -0.76682 3.87369 0.01238 0.240
H -0.66433 -2.32360 0.69718 0.237
H 0.12370 -4.32079 2.44555 0.241
H -1.21843 -3.50569 3.18497 0.272
H 0.37031 -1.94321 4.32586 0.229
H 1.26862 -3.50222 4.40231 0.253
H -3.44982 -0.07175 -1.23315 0.258
H -2.47917 -0.44913 -2.78104 0.206
H -3.52768 1.03421 -2.67153 0.250
C -4.20258 0.70751 1.42961 -1.101
Si -2.53242 1.52134 1.68535 1.614
C -2.89447 3.19018 2.44375 -1.109
C -1.53135 0.58851 2.95198 -1.115
C -1.47384 1.78794 0.18722 -0.702
C -0.87699 2.85294 -0.33780 -0.414
H -4.82319 1.18280 2.19497 0.258
H -4.10060 -0.36473 1.63167 0.240
H -4.64883 0.85462 0.43963 0.254
H -3.84400 3.07828 2.96670 0.249
H -2.11822 3.44035 3.17291 0.240
H -2.98426 4.03387 1.75124 0.251
H -1.43242 -0.48192 2.75129 0.223
H -0.53960 1.02004 3.13549 0.214
H -2.16853 0.74510 3.80927 0.259